i:
C12H30ClN2O4 | wB97M-V/def2-TZVPD

Values from the calculation:
Kohn-Sham gap ... 6.057 eV
LUMO level ... 2.691 eV
Total charge ... -1

```
49
Properties=species:S:1:pos:R:3:lowdin_charge:R:1
Cl 2.35228 0.12793 -2.92118 -0.99
C -1.00675 1.12007 -6.48600 -0.13
O -1.80959 1.42855 -5.36229 -0.19
C -2.90175 0.44577 -5.10112 -0.17
C -3.26146 0.30296 -3.60803 -0.24
N -3.72385 1.51848 -3.02664 -0.07
C -4.46654 1.19843 -1.82927 -0.21
C -5.26522 2.40566 -1.29079 -0.21
O -4.48728 3.23133 -0.43087 -0.19
C -5.09390 4.15905 0.42573 -0.12
H -1.54044 0.97647 -7.42549 0.07
H -0.51108 0.16570 -6.30830 0.09
H -0.29519 1.93723 -6.60450 0.09
H -2.59231 -0.56046 -5.38372 0.11
H -3.81391 0.68652 -5.64712 0.11
H -2.38983 0.06122 -2.99982 0.14
H -3.94370 -0.54713 -3.60901 0.11
H -4.31243 2.09337 -3.61246 0.11
H -3.80236 0.79378 -1.06557 0.13
H -5.22477 0.47963 -2.13994 0.10
H -6.09949 1.97365 -0.73812 0.11
H -5.79532 2.90033 -2.10467 0.11
H -4.29068 4.76887 0.83933 0.09
H -5.71885 3.70618 1.19544 0.08
H -5.69879 4.77960 -0.23542 0.08
C 5.78640 1.96204 3.62713 -0.10
O 5.03892 0.78727 3.27897 -0.21
C 5.78945 -0.29770 2.78909 -0.23
C 4.79432 -1.36760 2.22295 -0.21
N 4.05003 -2.11793 3.21730 -0.05
C 3.15046 -3.12138 2.62223 -0.21
C 2.27313 -3.95107 3.54454 -0.25
O 1.27316 -3.12044 4.10108 -0.19
C -0.03365 -3.65420 3.83576 -0.10
H 5.16772 2.73945 4.07544 0.08
H 6.28836 2.39204 2.76040 0.08
H 6.48902 1.62106 4.38749 0.08
H 6.42652 -0.73863 3.55579 0.11
H 6.37522 0.04501 1.93614 0.12
H 5.45277 -2.04730 1.68208 0.11
H 4.26414 -0.82795 1.43823 0.13
H 3.48573 -1.47022 3.74846 0.11
H 3.70132 -3.82709 2.00043 0.12
H 2.34812 -2.64607 2.05793 0.13
H 2.88087 -4.44570 4.30223 0.12
H 1.86781 -4.74379 2.91573 0.11
H -0.19716 -3.77294 2.76466 0.09
H -0.75069 -2.95195 4.26097 0.08
H -0.22869 -4.59798 4.34502 0.08
```

***

ii:
C12H30ClN2O4 | wB97M-V/def2-TZVPD

Values from the calculation:
Kohn-Sham gap ... 6.364 eV
LUMO level ... 3.183 eV
Total charge ... -1

```
49
Properties=species:S:1:pos:R:3:lowdin_charge:R:1
Cl -0.55242 -0.48159 -0.17820 0.42
C -2.20445 3.79086 -4.28366 -0.13
O -1.26450 2.79799 -3.86925 -0.21
C -1.85743 1.73623 -3.14765 -0.21
C -2.04940 2.13514 -1.62946 -0.21
N -2.48987 0.94034 -0.88528 -0.19
C -2.92767 1.30156 0.44578 -0.26
C -3.38393 0.09666 1.28445 -0.21
O -3.91475 0.58037 2.55399 -0.22
C -4.06067 -0.38706 3.57338 -0.13
H -2.96956 3.33456 -4.91176 0.07
H -1.70406 4.56954 -4.85930 0.08
H -2.73949 4.28311 -3.47155 0.07
H -1.05039 1.00679 -3.07907 0.11
H -2.66983 1.28470 -3.71705 0.11
H -2.71023 2.99887 -1.55617 0.09
H -1.07946 2.46474 -1.25707 0.11
H -1.70895 0.31566 -0.74370 -0.30
H -3.66576 2.06168 0.18977 0.10
H -2.09055 1.72535 1.00052 0.10
H -2.57983 -0.62284 1.43885 0.06
H -4.05064 -0.56814 0.73524 0.11
H -4.55027 0.08694 4.42410 0.08
H -3.04777 -0.71888 3.80148 0.08
H -4.65143 -1.24289 3.24680 0.08
C 4.51829 -3.12994 -0.91513 -0.14
O 3.37278 -2.78915 -0.20515 -0.19
C 3.55210 -2.52593 1.21715 -0.17
C 2.23480 -2.82120 1.99036 -0.19
N 1.01235 -2.09539 1.57199 -0.08
C 1.03775 -0.69553 1.80801 -0.40
C 1.95786 0.26991 0.95741 -0.25
O 2.14158 -0.12178 -0.41041 -0.31
C 3.12779 0.62921 -1.13856 -0.10
H 4.22750 -3.29740 -1.95219 0.09
H 4.93415 -4.04734 -0.49856 0.08
H 5.22365 -2.29930 -0.93988 0.08
H 3.97129 -1.55010 1.46236 0.10
H 4.21750 -3.30198 1.59541 0.10
H 2.37140 -2.79286 3.07139 0.10
H 1.97956 -3.88082 1.97691 0.10
H 0.31496 -2.25793 2.28426 0.10
H 1.08755 -0.42938 2.86385 0.10
H 0.00638 -0.37358 1.66404 -0.03
H 2.96429 0.35711 1.36678 0.08
H 1.58318 1.29158 1.02000 0.10
H 4.09427 0.39107 -0.69437 0.07
H 2.86530 1.68094 -1.02431 0.08
H 3.17713 0.29987 -2.17644 0.08
```

***

Stability comparison, relative energies in kJ/mol: i 0.0; ii 263.7

***

i:
C35H67F12N3NbO10 | wB97M-V/def2-TZVPD

Values from the calculation:
Kohn-Sham gap ... 6.769 eV
LUMO level ... 1.873 eV
Total charge ... -1

```
128
Properties=species:S:1:pos:R:3:lowdin_charge:R:1
C 1.03082 0.46727 0.38820 -0.12
C 0.03279 -0.38950 -0.18532 -0.32
Nb -1.55916 -1.41499 1.06499 1.76
N -1.05028 -0.05848 2.69261 -0.22
C -2.07108 -2.77083 -0.70569 -0.32
C -1.80600 -4.31286 -0.48303 -0.33
N -2.50918 -5.14277 0.25300 0.05
C -2.96377 0.27180 0.32117 -0.34
C -3.77399 0.99060 1.50478 -0.18
C -4.74132 2.07289 0.80151 -0.43
F -3.93178 3.13167 0.27671 0.02
F -5.56671 2.68251 1.78011 0.03
F -5.44821 1.56828 -0.30128 0.06
C -0.13647 -2.91465 2.02642 -0.35
C 1.35483 -3.00947 1.54321 -0.17
C 1.80357 -4.37249 0.78887 -0.27
F 0.83731 -5.41918 0.94649 0.03
F 2.94445 -4.90850 1.48532 0.02
C 2.00699 -4.22641 -0.77762 -0.22
F 1.10342 -3.24668 -1.24142 0.08
F 1.56997 -5.44767 -1.38200 0.06
C 3.43120 -3.91726 -1.36689 -0.20
F 4.52948 -4.55833 -0.79039 0.11
F 3.40760 -4.40424 -2.71613 0.06
C 3.83420 -2.37271 -1.52827 -0.33
F 3.10805 -1.71637 -2.54531 0.11
F 5.17023 -2.38725 -2.02152 0.08
F 3.88759 -1.65751 -0.34002 0.12
C -3.19769 -2.27468 2.39468 -0.26
C -4.64139 -2.49010 1.79189 -0.45
O -5.47895 -3.07137 2.55395 -0.01
N -5.17182 -2.06394 0.48042 -0.17
C -5.72191 -3.23214 -0.30397 -0.11
C -6.41918 -1.27169 0.83094 -0.12
H 2.11734 0.47441 0.01233 0.04
H 0.79480 1.22913 1.20635 0.03
H 0.05305 -0.51168 -1.31670 0.03
H -1.04519 0.91535 2.36871 -0.04
H -1.67582 -0.20526 3.49277 -0.03
H -3.12846 -2.61156 -1.11518 0.03
H -1.37557 -2.42991 -1.56150 0.03
H -0.93227 -4.78523 -1.06005 0.09
H -3.27406 -4.57865 0.65859 0.00
H -2.32941 1.10322 -0.16351 0.05
H -3.61956 -0.13505 -0.51388 0.04
H -4.33716 0.26186 2.16586 0.08
H -3.10903 1.60858 2.20056 0.10
H -0.73059 -3.90204 2.06917 0.04
H -0.10790 -2.60240 3.13921 0.05
H 1.78025 -2.17710 0.90525 0.07
H 2.02164 -3.00276 2.48545 0.13
H -3.32416 -1.68478 3.37481 0.06
H -2.82644 -3.31349 2.73206 0.06
H -5.10857 -3.46454 -1.23901 0.08
H -6.78532 -3.02044 -0.68716 0.09
H -5.78313 -4.19329 0.29673 0.09
H -6.78677 -0.64636 -0.04263 0.09
H -7.29748 -1.96233 1.11320 0.09
H -6.26439 -0.60974 1.74992 0.09
C 3.08393 6.45745 4.95793 -0.12
O 3.70065 6.09515 3.73902 -0.21
C 4.28033 4.79657 3.76906 -0.19
C 4.13172 4.10228 2.42031 -0.18
O 2.81388 3.63422 2.13889 -0.13
C 1.80633 4.62363 1.91886 -0.16
C 1.95913 5.39133 0.60823 -0.18
O 3.04593 6.31115 0.67627 -0.21
C 3.77726 6.38597 -0.53299 -0.12
H 3.84218 6.66127 5.72118 0.08
H 2.49835 7.36225 4.78629 0.09
H 2.40132 5.67292 5.30203 0.09
H 3.81699 4.17570 4.54841 0.13
H 5.34444 4.91925 4.00057 0.12
H 4.76006 3.20760 2.43339 0.13
H 4.50442 4.72530 1.60674 0.11
H 1.72358 5.29287 2.77465 0.11
H 0.86438 4.07163 1.87000 0.13
H 1.05082 5.97574 0.42216 0.11
H 2.09273 4.67816 -0.21433 0.13
H 4.08066 5.38877 -0.86848 0.09
H 4.68071 6.96914 -0.34476 0.09
H 3.18468 6.88299 -1.30638 0.09
C -2.13306 9.94987 4.12134 -0.12
O -2.36844 9.49386 2.80476 -0.21
C -1.17785 9.12940 2.11738 -0.19
C -1.41989 7.93267 1.20500 -0.17
O -1.54704 6.68569 1.89001 -0.13
C -2.71078 6.51343 2.70110 -0.17
C -4.00868 6.37073 1.91281 -0.18
O -4.41403 7.61784 1.35560 -0.21
C -4.96202 7.48481 0.05683 -0.11
H -1.67354 10.94357 4.10248 0.09
H -3.09325 10.01065 4.63629 0.09
H -1.49706 9.24877 4.67289 0.08
H -0.37217 8.88794 2.82481 0.12
H -0.87245 9.99161 1.51405 0.12
H -0.54515 7.82142 0.55834 0.12
H -2.26945 8.09885 0.54219 0.11
H -2.77876 7.29576 3.45694 0.11
H -2.54985 5.57735 3.24207 0.13
H -4.80730 6.04184 2.58779 0.13
H -3.87383 5.61217 1.13287 0.11
H -4.28683 6.92262 -0.59646 0.09
H -5.08273 8.48582 -0.36189 0.09
H -5.93895 6.99600 0.10402 0.09
C 3.13214 -11.41669 -5.41898 -0.12
O 3.72485 -10.20026 -5.82717 -0.21
C 3.20059 -9.70545 -7.05262 -0.20
C 3.12908 -8.18284 -7.03950 -0.18
O 2.07648 -7.64710 -6.23903 -0.13
C 2.18919 -7.81180 -4.82318 -0.16
C 3.28684 -6.97132 -4.17835 -0.20
O 4.57838 -7.49194 -4.48057 -0.20
C 5.53707 -6.47679 -4.71469 -0.11
H 3.47295 -12.23818 -6.05774 0.08
H 3.43738 -11.61456 -4.39024 0.09
H 2.03904 -11.34854 -5.44038 0.09
H 2.19848 -10.11307 -7.24613 0.12
H 3.87564 -10.03167 -7.85198 0.12
H 2.91614 -7.84912 -8.05880 0.12
H 4.08750 -7.74004 -6.76711 0.11
H 2.27808 -8.86538 -4.55939 0.11
H 1.23351 -7.47259 -4.41565 0.13
H 3.17172 -7.00032 -3.08943 0.12
H 3.18935 -5.93273 -4.51377 0.11
H 5.17632 -5.76386 -5.46364 0.09
H 6.44014 -6.94998 -5.10514 0.09
H 5.77842 -5.95866 -3.78258 0.08
```

***

ii:
C35H67F12N3NbO10 | wB97M-V/def2-TZVPD

Values from the calculation:
Kohn-Sham gap ... 6.692 eV
LUMO level ... 1.581 eV
Total charge ... -1

```
128
Properties=species:S:1:pos:R:3:lowdin_charge:R:1
C 1.08443 0.47343 0.47575 -0.11
C 0.03326 -0.43388 -0.13517 -0.32
Nb -1.57108 -1.45514 1.11618 1.72
N -1.06199 -0.08530 2.75430 -0.23
C -2.07421 -2.81996 -0.65628 -0.33
C -1.79581 -4.40986 -0.41355 -0.29
N -2.53156 -5.27786 0.35856 0.02
C -2.97062 0.23286 0.36367 -0.36
C -3.79990 0.97125 1.58204 -0.17
C -4.79077 2.08501 0.83483 -0.24
F -3.92471 3.19284 0.28185 -0.04
F -5.65824 2.72773 1.85839 -0.03
F -5.52087 1.53158 -0.33342 -0.01
C -0.15521 -2.95210 2.08520 -0.37
C 1.36205 -3.04532 1.59132 -0.17
C 1.82372 -4.45117 0.81210 -0.16
F 0.80364 -5.55634 0.97856 -0.03
F 3.01634 -5.01189 1.55403 -0.04
C 2.02488 -4.29650 -0.78791 -0.10
F 1.06259 -3.26367 -1.26643 0.01
F 1.55650 -5.58731 -1.42101 0.00
C 3.47600 -3.97932 -1.39906 -0.08
F 4.64845 -4.65455 -0.80421 0.05
F 3.43818 -4.49428 -2.82495 0.01
C 3.88730 -2.39018 -1.56647 -0.12
F 3.10386 -1.68833 -2.65200 0.03
F 5.30141 -2.41146 -2.10388 0.01
F 3.96090 -1.62787 -0.30251 0.05
C -3.21080 -2.30686 2.44265 -0.29
C -4.68247 -2.51555 1.79860 -0.35
O -5.59336 -3.13282 2.60567 -0.09
N -5.21665 -2.08196 0.45784 -0.18
C -5.78546 -3.26240 -0.34577 -0.12
C -6.48735 -1.27848 0.80943 -0.14
H 2.21686 0.47379 0.09808 0.05
H 0.83226 1.27562 1.31485 0.04
H 0.05514 -0.56423 -1.29829 0.03
H -1.05532 0.90278 2.41802 -0.04
H -1.70490 -0.23655 3.56238 -0.03
H -3.16396 -2.65875 -1.08746 0.03
H -1.35063 -2.47032 -1.53951 0.04
H -0.88274 -4.90053 -1.00628 0.09
H -3.30789 -4.70917 0.75937 -0.01
H -2.31235 1.09296 -0.13890 0.06
H -3.64241 -0.18870 -0.49942 0.04
H -4.38050 0.22064 2.26632 0.09
H -3.11345 1.61279 2.30566 0.11
H -0.77647 -3.97167 2.13169 0.05
H -0.12788 -2.62736 3.23822 0.06
H 1.80432 -2.19166 0.93403 0.07
H 2.05118 -3.03548 2.57096 0.13
H -3.34458 -1.69358 3.45611 0.07
H -2.83065 -3.38184 2.79766 0.07
H -5.15596 -3.50747 -1.31247 0.08
H -6.88738 -3.03438 -0.74636 0.10
H -5.85924 -4.25549 0.26646 0.10
H -6.86937 -0.63008 -0.08901 0.09
H -7.39874 -1.99482 1.09485 0.10
H -6.33461 -0.59643 1.76581 0.10
C 3.04163 6.59385 4.99605 -0.11
O 3.67972 6.22070 3.78720 -0.21
C 4.27842 4.92840 3.84522 -0.19
C 4.15202 4.21082 2.49913 -0.17
O 2.83573 3.72182 2.21208 -0.13
C 1.82248 4.70877 1.97426 -0.16
C 1.98529 5.47011 0.65312 -0.18
O 3.06983 6.39564 0.72444 -0.21
C 3.81427 6.46293 -0.48290 -0.11
H 3.78948 6.82021 5.76194 0.08
H 2.44308 7.48854 4.80505 0.09
H 2.36662 5.80453 5.34415 0.09
H 3.81435 4.31100 4.63120 0.13
H 5.33608 5.07089 4.08656 0.12
H 4.79256 3.32433 2.52844 0.13
H 4.52367 4.82617 1.67943 0.11
H 1.72988 5.38424 2.82445 0.11
H 0.88182 4.15309 1.92191 0.12
H 1.07751 6.05039 0.45394 0.11
H 2.12859 4.74998 -0.16407 0.13
H 4.12325 5.46397 -0.80668 0.09
H 4.71672 7.05073 -0.29276 0.09
H 3.22595 6.95190 -1.26252 0.08
C -2.16335 10.04577 4.10154 -0.11
O -2.38100 9.57993 2.78118 -0.21
C -1.17731 9.21737 2.10924 -0.19
C -1.40672 8.00788 1.19965 -0.17
O -1.53693 6.76188 1.89584 -0.14
C -2.71350 6.59585 2.69922 -0.16
C -4.00894 6.44679 1.89227 -0.18
O -4.40353 7.69373 1.32013 -0.21
C -4.93659 7.55298 0.01153 -0.11
H -1.71001 11.04131 4.07934 0.08
H -3.13068 10.10439 4.60755 0.09
H -1.53009 9.35120 4.66404 0.08
H -0.37595 8.98419 2.82879 0.12
H -0.87070 10.07688 1.50555 0.12
H -0.52555 7.89454 0.56113 0.12
H -2.25011 8.16541 0.52692 0.11
H -2.78854 7.38479 3.44728 0.11
H -2.55924 5.66468 3.25195 0.13
H -4.81740 6.12658 2.55886 0.13
H -3.86686 5.68006 1.11841 0.11
H -4.25454 6.98401 -0.62824 0.09
H -5.04868 8.55228 -0.41848 0.09
H -5.91482 7.06879 0.05234 0.09
C 3.15205 -11.50163 -5.49708 -0.11
O 3.74240 -10.28384 -5.91683 -0.21
C 3.21529 -9.80134 -7.15020 -0.19
C 3.13798 -8.27266 -7.14632 -0.17
O 2.07811 -7.73716 -6.34377 -0.13
C 2.20069 -7.90466 -4.92454 -0.16
C 3.30802 -7.05778 -4.28564 -0.19
O 4.59915 -7.57861 -4.60125 -0.20
C 5.55724 -6.55954 -4.84611 -0.11
H 3.49819 -12.32502 -6.12901 0.08
H 3.45608 -11.69118 -4.46420 0.09
H 2.05882 -11.43705 -5.52036 0.09
H 2.21234 -10.21550 -7.34219 0.13
H 3.89175 -10.13196 -7.94411 0.12
H 2.92528 -7.94346 -8.16778 0.12
H 4.09357 -7.82280 -6.87581 0.11
H 2.29268 -8.95873 -4.66351 0.11
H 1.24629 -7.56928 -4.50860 0.13
H 3.20492 -7.08772 -3.19526 0.12
H 3.20540 -6.01635 -4.62002 0.11
H 5.18775 -5.84785 -5.59122 0.09
H 6.45901 -7.03088 -5.24701 0.09
H 5.80594 -6.04370 -3.91600 0.08
```

***

Stability comparison, relative energies in kJ/mol: i 0.0; ii 784.5

***

i:
C5H5N3S | wB97M-V/def2-TZVPD

Values from the calculation:
Kohn-Sham gap (spin up / spin down) ... 6.897 / 6.896 eV
LUMO level (spin up / spin down) ... -1.665 / -1.666 eV
Structure (SMILES) ... N#C[C@H]1CC=CN=[N+]1[S-]
Total charge ... 0

```
14
Properties=species:S:1:pos:R:3:lowdin_charge:R:1
N 0.44019 -2.70397 0.42329 0.18
C 0.53987 -1.69260 -0.04533 -0.20
C 0.53608 -0.36052 -0.76520 -0.33
C -0.91495 0.03396 -0.80711 -0.15
C -1.23261 0.45232 0.56661 -0.09
C -0.33485 0.99019 1.38091 -0.17
N 0.89526 1.34878 0.96056 0.06
N 1.38165 0.62823 -0.08415 -0.63
S 2.92038 0.85988 -0.55162 0.66
H 1.11656 -0.63365 -1.77083 0.17
H -1.61384 -0.90200 -1.16437 0.20
H -0.96417 0.68972 -1.57293 0.08
H -2.18519 0.22892 0.97665 0.10
H -0.58437 1.06074 2.45351 0.13
```

***

ii:
C5H5N3S | wB97M-V/def2-TZVPD

Values from the calculation:
Kohn-Sham gap (spin up / spin down) ... 8.267 / 8.268 eV
LUMO level (spin up / spin down) ... -0.060 / -0.060 eV
Total charge ... 0

```
14
Properties=species:S:1:pos:R:3:lowdin_charge:R:1
C -1.08098 0.46825 1.27426 -0.13
C -0.10649 0.06346 0.39217 -0.16
C 0.46282 0.11811 -1.17166 -0.45
C 0.66317 -0.88713 0.99049 -0.51
C -0.20540 0.91101 -2.17818 -0.12
N -0.88875 -0.18747 2.40406 0.04
N 1.68751 -1.54468 0.39675 -0.26
N 0.17225 -1.06126 2.22540 0.05
S 1.77223 -0.95736 -1.16563 1.01
H -1.87585 1.14576 1.04278 0.11
H -0.64457 0.34833 -3.00000 0.09
H -1.00780 1.42899 -1.67729 0.08
H 0.48389 1.62440 -2.62432 0.08
H 0.56796 -1.47040 3.09115 0.17
```

***

iii:
C5H5N3S | wB97M-V/def2-TZVPD

Values from the calculation:
Kohn-Sham gap ... 8.400 eV
LUMO level ... -0.077 eV
Structure (SMILES) ... C1=C/C=C\C/N=N\SN=1
Total charge ... 0

```
14
Properties=species:S:1:pos:R:3:lowdin_charge:R:1
C -1.44067 -1.89833 0.18215 -0.24
C -0.23493 -1.96122 -0.29338 -0.13
C 0.39828 -0.67367 -0.50823 -0.12
C 0.20384 0.66428 -0.32742 -0.08
C -0.82945 1.24393 0.54791 -0.24
N -2.01370 1.78810 -0.08109 -0.06
N -3.02949 1.20721 -0.35227 -0.40
S -3.61669 -0.30930 -0.18900 0.89
N -2.43286 -1.43455 0.70594 -0.18
H 0.43520 -2.83340 -0.56340 0.13
H 1.35520 -1.10355 -1.00509 0.12
H 0.89195 1.43216 -0.73034 0.11
H -1.19462 0.49233 1.22056 0.09
H -0.60056 2.07075 1.15663 0.10
```

***

Stability comparison, relative energies in kJ/mol: i 185.1; ii 0.0; iii 297.5